No. 1
Molecular formula: C62H66B2N3O12S
Method: DFT, ωB97M-V with the def2-TZVPD basis set

Output
**Net charge**: +1
**E_HOMO**: -10.6 eV

```
146
Properties=species:S:1:pos:R:3:mulliken_charge:R:1
C 0.38113 -1.73631 7.41122 -1.05
C 0.25666 -1.27668 6.13579 -0.57
C -1.12147 -0.89678 5.66002 -0.59
C -1.30937 -0.79829 4.08267 0.79
S -2.71386 -1.97865 3.71167 -0.31
C -2.01063 0.57283 3.81743 -1.65
C -2.87555 0.64685 2.55205 -2.01
O -2.95894 1.97086 2.02454 -0.42
C -4.13993 2.63865 2.49892 -0.59
C -4.04361 4.16411 2.33844 -0.49
O -4.17124 4.77671 3.62332 -0.45
C -2.96643 4.72320 4.35769 0.97
C -2.05796 5.92514 3.97016 -1.07
N -1.01339 1.66982 3.92640 -0.06
C 0.43639 1.28381 3.78556 -1.60
B 1.29292 2.59743 3.43791 1.07
O 0.94637 3.44459 2.40985 -0.87
C 2.59934 2.91308 4.28610 -0.44
C 3.51966 3.97718 3.65899 -1.28
C 0.66483 0.07380 2.80762 1.15
C 0.35408 0.60090 1.39131 -0.77
B -0.10512 -0.39916 0.24284 0.94
O -1.19980 -1.23411 0.31871 -0.68
O 0.65815 -0.46270 -0.93142 -0.54
O 2.02652 -0.19473 3.10164 -0.32
C 2.92729 -0.49043 2.04389 -0.10
C 3.77060 0.69575 1.50225 0.04
C 3.68452 0.82173 -0.03962 -1.27
N -0.13311 -1.02616 3.30605 1.52
C 0.18485 -2.35118 2.83642 -0.59
C 0.28717 -3.48458 3.85140 -1.00
N -0.44059 -4.50484 3.78026 -0.67
H 0.92121 -1.18022 8.17266 0.26
H -0.11024 -2.65833 7.71127 0.30
H 1.10801 -1.18833 5.46197 0.47
H -1.34171 0.05081 6.16049 0.39
H -1.82172 -1.60432 6.11100 0.93
H -2.60830 -2.91403 4.67449 0.33
H -2.69192 0.66918 4.65805 0.82
H -3.88268 0.34386 2.82993 0.90
H -2.57658 -0.02864 1.74914 0.52
H -4.99659 2.27998 1.92428 0.36
H -4.31817 2.44690 3.55932 0.41
H -3.14509 4.50349 1.81307 0.29
H -4.89488 4.54503 1.77798 0.41
H -3.22847 4.84367 5.40835 0.53
H -2.44419 3.77093 4.23141 -0.86
H -1.26433 5.56229 3.31407 0.21
H -2.66661 6.62021 3.39676 0.28
H -1.67320 6.44748 4.84162 0.35
H -1.11707 2.07802 4.85573 0.78
H -1.18789 2.45987 3.28794 0.77
H 0.78157 0.97796 4.77363 -0.07
H 0.98229 4.35066 2.75881 0.23
H 3.15122 1.96640 4.28093 0.31
H 2.35418 3.19262 5.31521 0.47
H 4.04442 3.62420 2.77353 0.26
H 3.01684 4.91287 3.41236 0.30
H 4.29941 4.20574 4.38552 0.39
H 1.17054 1.18553 0.97377 -0.38
H -0.46243 1.33092 1.47564 0.05
H -0.95846 -2.08383 -0.08561 0.25
H 1.05569 -1.34633 -0.97500 0.26
H 2.52076 -1.02988 1.18372 0.00
H 3.65494 -1.18341 2.47021 0.52
H 4.82304 0.48838 1.69287 0.59
H 3.55480 1.63772 2.00432 -0.62
H 4.62245 1.26254 -0.37627 0.45
H 3.66490 -0.17659 -0.47290 0.28
H 2.85930 1.44217 -0.37401 0.34
H -0.55838 -2.68452 2.10381 0.72
H 1.11930 -2.37952 2.27140 0.12
H 1.01884 -3.47286 4.65797 0.62
H -1.06645 -4.41436 2.97390 0.40
C 2.01950 -8.53926 1.91472 -0.63
C 1.60832 -7.21850 2.06336 -0.42
C 0.88475 -6.59904 1.06028 -0.64
C 0.57584 -7.28956 -0.10127 0.11
C 1.00497 -8.60761 -0.26341 0.49
C 1.71852 -9.23308 0.75289 -0.64
C 0.72239 -9.34618 -1.52490 0.50
O 1.09125 -10.49232 -1.66868 -0.67
C -0.01315 -8.63820 -2.60890 0.41
C -0.23569 -9.28770 -3.81609 -0.56
C -0.92679 -8.64549 -4.83051 -0.57
C -1.40712 -7.35395 -4.64069 -0.61
C -1.18439 -6.69881 -3.44142 -0.63
C -0.48010 -7.33303 -2.42521 0.05
C -0.21548 -6.60596 -1.15780 0.75
O -0.62825 -5.47141 -0.98788 -0.77
H 2.57798 -9.02533 2.70381 0.40
H 1.85193 -6.67213 2.96532 0.43
H 0.56216 -5.57394 1.18032 0.61
H 2.04055 -10.25839 0.63212 0.51
H 0.13510 -10.29298 -3.96342 0.50
H -1.09406 -9.15187 -5.77202 0.44
H -1.95218 -6.85717 -5.43254 0.44
H -1.55297 -5.69258 -3.29576 0.49
C 4.19427 -1.99645 -9.62939 -0.48
C 5.04370 -2.96682 -10.15152 -0.47
C 5.16054 -4.19728 -9.52748 -0.56
C 4.43674 -4.45991 -8.37117 0.18
C 3.60126 -3.47739 -7.83415 0.18
C 3.47536 -2.25009 -8.47368 -0.54
C 2.85404 -3.72172 -6.57144 0.55
O 2.12368 -2.87057 -6.10421 -0.69
C 3.02829 -5.03180 -5.88728 0.16
C 2.38258 -5.25928 -4.67856 -0.85
C 2.52526 -6.47698 -4.03720 -0.16
C 3.30627 -7.47959 -4.60323 -0.67
C 3.95633 -7.25695 -5.80541 -0.77
C 3.82741 -6.03058 -6.44679 0.21
C 4.55920 -5.79344 -7.72159 0.65
O 5.24266 -6.66530 -8.21565 -0.66
H 4.09805 -1.03872 -10.12406 0.40
H 5.61351 -2.76187 -11.04837 0.40
H 5.81655 -4.95398 -9.93560 0.48
H 2.81874 -1.49450 -8.06453 0.47
H 1.77138 -4.48200 -4.23929 0.56
H 2.02548 -6.64954 -3.09398 0.62
H 3.40956 -8.43430 -4.10264 0.48
H 4.56756 -8.03311 -6.24539 0.49
C -2.16355 10.20190 -4.51517 -0.49
C -2.48321 11.51517 -4.18526 -0.47
C -3.07171 11.80239 -2.96521 -0.57
C -3.35415 10.77583 -2.07295 0.20
C -3.05397 9.45431 -2.41389 0.16
C -2.44836 9.17377 -3.63276 -0.54
C -3.39108 8.33684 -1.49312 0.47
O -3.12714 7.18651 -1.78225 -0.68
C -4.06819 8.65803 -0.20689 0.03
C -4.44170 7.62339 0.64073 -0.39
C -5.05991 7.90519 1.84847 -0.16
C -5.30121 9.22540 2.21740 -0.72
C -4.93624 10.26018 1.37265 -0.57
C -4.32709 9.98027 0.15494 0.15
C -3.97038 11.10181 -0.75836 0.61
O -4.18257 12.25189 -0.43773 -0.65
H -1.69585 9.98138 -5.46578 0.40
H -2.27043 12.31546 -4.88177 0.41
H -3.31570 12.82356 -2.70609 0.48
H -2.20497 8.15225 -3.89097 0.47
H -4.25250 6.59716 0.35490 0.52
H -5.35396 7.09636 2.50677 0.43
H -5.77832 9.44512 3.16367 0.43
H -5.12713 11.28643 1.65548 0.49
```

No. 2
Molecular formula: C62H68N7ORuS6SbTe
Method: DFT, ωB97M-V with the def2-TZVPD basis set

Output
**Net charge**: +2
**E_HOMO**: -11.1 eV

```
147
Properties=species:S:1:pos:R:3:mulliken_charge:R:1
Ru -0.06096 -0.19741 -0.30976 0.77
S -3.21681 2.79920 1.38839 -0.52
Sb -2.03688 2.91892 -0.48662 0.19
S 0.17100 1.97973 0.19915 -0.63
S -2.25348 0.30759 -1.13113 -0.33
N 1.77671 -0.35300 0.63956 0.52
S 2.44827 -0.48420 1.91579 1.21
N 1.77629 -0.28473 3.35782 -0.13
S 0.49473 -0.75236 4.03323 0.77
N -0.30436 -1.97189 3.52164 -0.10
S -1.25620 -1.85310 2.19393 1.41
N -1.03049 -0.80189 1.22511 0.18
C -2.86306 -1.66477 2.89859 0.30
C -3.33890 -2.58598 3.83003 -0.82
C -4.56368 -2.34248 4.42382 -0.90
C -5.28840 -1.19911 4.08598 -0.62
C -4.79722 -0.30052 3.15245 -0.62
C -3.56743 -0.52789 2.54311 0.51
C -1.26028 -3.54351 1.68866 0.30
C -2.23227 -3.84963 0.74310 -0.86
C -2.36221 -5.15519 0.31330 -0.74
C -1.52616 -6.14105 0.82992 -0.74
C -0.55330 -5.81825 1.76563 -0.96
C -0.41213 -4.50811 2.20941 0.08
C -0.50417 0.65127 4.36184 1.46
C -0.08495 1.91265 3.96539 -0.11
C -0.83633 3.00757 4.36136 -1.08
C -1.97589 2.82795 5.13032 -0.74
C -2.38925 1.55424 5.50585 -0.77
C -1.64977 0.44704 5.13086 -0.74
C 1.01053 -1.26720 5.63408 0.64
C 1.65012 -0.32138 6.42852 -0.68
C 2.06943 -0.69784 7.69054 -0.73
C 1.84464 -1.99670 8.14055 -0.61
C 1.20018 -2.92228 7.33416 -0.83
C 0.76979 -2.56202 6.06341 -0.31
C 3.29806 -2.03050 2.16540 0.48
C 2.88160 -3.11151 1.40993 0.58
C 3.48706 -4.34653 1.63163 -1.01
C 4.48825 -4.47709 2.58080 -0.83
C 4.89280 -3.37639 3.33396 -0.94
C 4.29407 -2.14522 3.13740 -0.84
C 3.78362 0.68739 2.10471 0.57
C 3.74513 1.72908 3.01899 -0.30
C 4.81786 2.61100 3.08772 -0.87
C 5.91270 2.44855 2.25270 -0.82
C 5.94202 1.40046 1.33934 -0.89
C 4.87808 0.51725 1.26492 -0.12
H -2.76282 -3.46834 4.08286 0.49
H -4.95901 -3.04175 5.14874 0.48
H -6.24597 -1.01539 4.55780 0.45
H -5.35848 0.58910 2.89476 0.52
H -3.15624 0.16959 1.82318 -0.66
H -2.87667 -3.06782 0.35103 0.60
H -3.11699 -5.41051 -0.41957 0.52
H -1.64416 -7.16756 0.50766 0.45
H 0.09482 -6.58849 2.16365 0.51
H 0.34304 -4.24412 2.93600 0.49
H 0.79506 2.03029 3.35064 0.30
H -0.53632 4.00224 4.05939 0.51
H -2.55797 3.69032 5.43102 0.43
H -3.28795 1.42312 6.09469 0.52
H -1.94107 -0.54987 5.44228 0.49
H 1.80780 0.68887 6.06910 0.37
H 2.56622 0.02137 8.32820 0.45
H 2.17037 -2.28355 9.13204 0.43
H 1.02522 -3.92803 7.69302 0.49
H 0.25469 -3.26224 5.42172 0.35
H 2.10124 -2.98562 0.66632 -0.22
H 3.16458 -5.20676 1.05716 0.58
H 4.95831 -5.43929 2.74214 0.46
H 5.67376 -3.48222 4.07593 0.50
H 4.58985 -1.28927 3.73250 0.61
H 2.89569 1.84436 3.67611 0.15
H 4.80070 3.41828 3.80872 0.49
H 6.75062 3.13025 2.31977 0.42
H 6.80666 1.26306 0.70152 0.50
H 4.91814 -0.32699 0.58713 0.47
C 3.79046 -0.59110 -4.52318 -1.13
C 2.45783 -0.69863 -3.73670 0.54
N 2.69126 -0.45553 -2.31708 1.29
C 3.30181 0.84836 -2.09664 0.50
C 4.68220 0.92584 -2.79945 -0.91
N 4.88884 -0.39070 -3.50752 -0.07
C 4.90081 -1.52808 -2.51566 -1.07
C 3.53520 -1.51478 -1.78320 0.44
H 3.80837 0.27046 -5.18780 0.46
H 4.02591 -1.48381 -5.09873 0.32
H 2.02047 -1.68957 -3.84527 0.67
H 1.73473 0.02069 -4.12071 -1.18
H 3.40198 1.00315 -1.02344 -0.21
H 2.63435 1.61904 -2.48060 -0.01
H 5.51108 1.06093 -2.10631 0.30
H 4.72525 1.70568 -3.55604 0.36
H 5.78479 -0.37078 -3.98826 0.29
H 5.74460 -1.36398 -1.84746 0.42
H 5.07219 -2.44283 -3.07911 0.31
H 3.65386 -1.35724 -0.71664 -1.26
H 3.01917 -2.46627 -1.90975 0.70
C -0.51719 -3.58892 -2.44894 -1.79
C -0.03394 -2.42437 -1.62195 0.48
O 0.44125 -2.63422 -0.47475 -0.21
N -0.13071 -1.17434 -2.07007 0.69
Te -2.19521 -0.74679 -3.26491 0.48
C -1.11444 0.17139 -4.85383 1.26
C -1.36929 -0.44373 -6.09157 0.57
C -2.38038 -1.55531 -6.28702 -1.65
C -0.67984 0.00602 -7.21510 -0.88
C 0.23585 1.04456 -7.15270 0.15
C 0.98425 1.50384 -8.37738 -1.56
C 0.45584 1.63942 -5.91540 -0.31
C -0.19455 1.22130 -4.75831 -0.30
C 0.14070 1.92815 -3.47543 -0.61
C -4.11591 0.00778 -3.85709 0.01
C -4.36714 1.26620 -4.40559 1.08
C -3.39355 2.41214 -4.31001 -1.14
C -5.58438 1.49072 -5.04538 -0.85
C -6.55379 0.50682 -5.14893 0.50
C -7.85757 0.76067 -5.85896 -1.57
C -6.30220 -0.72568 -4.55169 -0.88
C -5.10532 -0.99603 -3.90608 1.19
C -4.94064 -2.36380 -3.26998 -1.83
H -0.05265 -4.49974 -2.07307 0.43
H -0.29536 -3.46550 -3.51017 0.33
H -1.60005 -3.68863 -2.34057 0.21
H -2.19778 -2.40554 -5.62281 0.24
H -2.34169 -1.92685 -7.30855 0.50
H -3.39696 -1.19925 -6.09451 0.25
H -0.87622 -0.47237 -8.16917 0.40
H 0.55026 1.09080 -9.28687 0.39
H 2.02951 1.18965 -8.33450 0.27
H 0.97470 2.59170 -8.45739 0.39
H 1.15630 2.46722 -5.84168 0.49
H 1.07319 2.48532 -3.57779 0.37
H 0.24862 1.23574 -2.64666 -0.44
H -0.62769 2.65380 -3.21373 0.39
H -2.77479 2.31216 -3.42094 -0.55
H -3.92901 3.35869 -4.23932 0.57
H -2.74105 2.46280 -5.18442 0.36
H -5.77479 2.47244 -5.46856 0.40
H -7.88523 1.75636 -6.29804 0.36
H -8.69705 0.66948 -5.16752 0.36
H -8.01270 0.02962 -6.65402 0.35
H -7.06732 -1.49598 -4.58631 0.48
H -5.91440 -2.83154 -3.13928 0.49
H -4.47536 -2.30232 -2.28453 0.14
H -4.33515 -3.03218 -3.88816 0.34
```